Molecular formula: C11H25IN2O6P
Method: DFT, ωB97M-V/def2-TZVPD

The geometry in XYZ format:
```
46
Properties=species:S:1:pos:R:3:lowdin_charge:R:1
C 3.50983 -1.49894 1.15650 -0.15
C 3.05564 -1.58049 -0.43138 -0.31
C 1.46826 -1.29101 -0.70218 -0.62
I 1.11700 0.84160 -0.38843 0.82
C 0.43128 -2.29617 0.09813 -0.42
C 0.06373 -1.79992 1.62814 -0.18
C -1.31366 -0.90825 1.74130 -0.24
C -1.14063 0.00599 3.13118 -0.29
N -2.40299 0.81839 3.38724 -0.08
N -0.76128 -2.48788 -0.80791 -0.08
P -1.72573 -3.92784 -0.43823 0.72
O -1.32115 -5.18039 -1.36385 -0.36
O -1.74846 -4.42673 1.22623 -0.19
O -3.39577 -3.55063 -0.91401 -0.25
C 1.20665 -3.77834 0.13815 -0.42
O 1.59188 -4.38522 -1.01922 -0.14
O 1.47663 -4.53747 1.37343 -0.24
H 2.83622 -2.14271 1.87632 0.07
H 4.64610 -1.78707 1.22546 0.08
H 3.43659 -0.35907 1.48314 0.05
H 3.65034 -0.69660 -0.97098 0.09
H 3.46735 -2.57043 -0.95680 0.13
H 1.27747 -1.49827 -1.86235 0.11
H 0.92071 -1.13172 2.12274 0.10
H -0.07670 -2.70654 2.39237 0.13
H -1.50725 -0.22779 0.78732 0.07
H -2.29242 -1.52874 1.90124 0.09
H -1.03338 -0.73206 4.05985 0.13
H -0.15393 0.64295 3.11766 0.11
H -2.56175 1.33168 2.46847 0.07
H -3.16671 0.08674 3.45779 0.06
H -1.31998 -1.62064 -0.95183 0.08
H -1.97958 -3.68426 1.85729 0.05
H -3.61956 -2.61832 -0.57935 0.06
C -0.74223 6.30101 -2.34970 -0.07
C -0.28216 4.92170 -1.90543 -0.51
C 0.80335 4.37806 -2.82066 -0.07
O -1.39354 4.02933 -1.90909 -0.07
H -1.16531 6.26654 -3.35998 0.08
H -1.53210 6.67443 -1.68922 0.08
H 0.08719 7.01507 -2.34244 0.08
H 0.09403 4.97230 -0.87792 0.14
H 0.43503 4.27544 -3.84761 0.08
H 1.11600 3.37975 -2.49618 0.03
H 1.67915 5.03441 -2.82755 0.08
H -1.73412 3.97810 -2.81763 0.09
```

Computed properties:
total charge = -1
E_HOMO = -4.440 eV
Kohn-Sham gap = 6.6 eV
lowest unoccupied orbital energy = 2.12 eV
largest force on an atom = 7.848 eV Å⁻¹